Run w
DFT (ωB97M-V/def2-TZVPD) results for an isolated molecule of C18H21NO2.

```
42
C18H21NO2, DFT ωB97M-V/def2-TZVPD
C -3.4258 0.1461 0.4858
C -2.8780 1.1642 -0.5075
H -3.6813 1.8324 -0.8183
H -2.5066 0.6474 -1.3972
C -1.7427 1.9978 0.0935
N -0.6645 1.1217 0.5012
C -0.1932 1.0766 1.7624
O -0.5793 1.8335 2.6362
C 0.8792 0.0644 2.0440
C 1.5826 0.2542 3.2321
C 2.5858 -0.6045 3.6321
C 2.8911 -1.7034 2.8467
C 2.2008 -1.9239 1.6708
C 1.2074 -1.0438 1.2519
O 0.4821 -1.3041 0.1110
C 1.0756 -1.9128 -0.9703
C 2.3831 -1.6460 -1.3603
C 2.8867 -2.2380 -2.5040
C 2.0965 -3.0828 -3.2650
C 0.7888 -3.3315 -2.8825
C 0.2746 -2.7502 -1.7388
H -0.7420 -2.9318 -1.4258
H 0.1653 -3.9843 -3.4745
H 2.4973 -3.5419 -4.1557
H 3.9032 -2.0307 -2.8034
H 2.9944 -0.9771 -0.7720
H 2.4199 -2.7927 1.0664
H 3.6597 -2.3984 3.1499
H 3.1193 -0.4266 4.5530
H 1.3064 1.1075 3.8333
H -0.3517 0.4404 -0.1718
C -1.2042 3.0516 -0.8854
C -2.1740 4.2035 -1.1171
H -3.0823 3.8628 -1.6073
H -2.4441 4.6652 -0.1704
H -1.7129 4.9596 -1.7483
H -0.9651 2.5710 -1.8379
H -0.2762 3.4499 -0.4691
H -2.0877 2.4964 1.0059
H -4.2487 -0.4114 0.0442
H -3.7877 0.6478 1.3802
H -2.6518 -0.5582 0.7822
```

Values from the calculation:
Multiplicity ... 1
HOMO-LUMO gap ... 9.48 eV
SMILES string ... CCC(CC)NC(=O)c1ccccc1Oc1ccccc1
Net charge ... 0


Run x
DFT (ωB97M-V/def2-TZVPD) results for an isolated molecule of C18H21NO2.

```
42
C18H21NO2, DFT ωB97M-V/def2-TZVPD
C -6.4826 -1.0559 -0.1084
C -5.8220 -0.5330 -1.2070
C -4.4661 -0.2677 -1.1398
C -3.7504 -0.5225 0.0232
C -4.4234 -1.0440 1.1203
C -5.7795 -1.3106 1.0563
H -6.2888 -1.7196 1.9170
H -3.8785 -1.2469 2.0319
C -2.2874 -0.1939 0.1045
H -1.8264 -0.3379 -0.8740
H -1.7957 -0.8576 0.8197
C -2.0942 1.2603 0.5524
C -0.6230 1.6408 0.7132
N 0.0116 1.7711 -0.5862
H 0.0197 0.8716 -1.0567
C 1.3552 2.2932 -0.5716
C 2.4053 1.3585 0.0587
C 3.8290 1.8940 -0.0961
H 3.9402 2.8653 0.3884
O 4.7547 1.0301 0.5219
C 4.5455 -0.2932 0.2215
C 5.5586 -1.2032 0.4943
C 5.3986 -2.5389 0.1800
C 4.2285 -2.9761 -0.4200
C 3.2071 -2.0826 -0.6780
C 3.3515 -0.7406 -0.3497
O 2.2998 0.1041 -0.5938
H 2.2813 -2.4014 -1.1302
H 4.1060 -4.0163 -0.6791
H 6.1924 -3.2372 0.3955
H 6.4646 -0.8349 0.9484
H 4.0592 1.9891 -1.1668
H 2.2042 1.2210 1.1330
H 1.6445 2.4794 -1.6101
H 1.3597 3.2435 -0.0306
H -0.5565 2.6178 1.2031
H -0.1305 0.9004 1.3658
H -2.6024 1.4044 1.5083
H -2.5501 1.9284 -0.1792
H -3.9536 0.1393 -2.0001
H -6.3651 -0.3328 -2.1194
H -7.5410 -1.2653 -0.1603
```

Values from the calculation:
Multiplicity ... 1
HOMO-LUMO gap ... 9.25 eV
SMILES string ... c1ccc(CCCNC[C@@H]2COc3ccccc3O2)cc1
Net charge ... 0


Run y
DFT (ωB97M-V/def2-TZVPD) results for an isolated molecule of C18H21NO2.

```
42
C18H21NO2, DFT ωB97M-V/def2-TZVPD
C -1.6233 3.8984 0.7522
C -1.3703 2.7093 0.0902
C -0.0673 2.3006 -0.1348
C 1.0011 3.0733 0.3032
C 0.7367 4.2661 0.9652
C -0.5650 4.6783 1.1871
H -0.7550 5.6100 1.7007
H 1.5595 4.8794 1.3065
C 2.4168 2.6112 0.1072
H 3.0482 3.4589 -0.1685
H 2.4547 1.8704 -0.6914
C 2.9774 1.9737 1.3857
C 2.1970 0.7208 1.7759
N 2.2720 -0.2681 0.7158
H 3.2204 -0.6276 0.6480
C 1.3343 -1.3578 0.8603
C 1.3635 -2.2526 -0.3878
C 1.0376 -1.4438 -1.6475
H 1.1200 -2.1007 -2.5250
O -0.2583 -0.8980 -1.5770
C -1.2033 -1.7830 -1.1270
C -2.5435 -1.4639 -1.3014
C -3.5282 -2.3367 -0.8806
C -3.1813 -3.5410 -0.2895
C -1.8510 -3.8583 -0.0925
C -0.8536 -2.9800 -0.4958
O 0.4542 -3.3268 -0.2595
H -1.5560 -4.7825 0.3784
H -3.9475 -4.2312 0.0279
H -4.5666 -2.0802 -1.0225
H -2.7854 -0.5270 -1.7778
H 1.7249 -0.6029 -1.7443
H 2.3513 -2.7150 -0.4943
H 1.5180 -1.9910 1.7467
H 0.3335 -0.9257 0.9632
H 2.5696 0.3352 2.7410
H 1.1441 0.9846 1.9070
H 2.9245 2.6892 2.2084
H 4.0266 1.7142 1.2264
H 0.1200 1.3729 -0.6542
H -2.1905 2.0946 -0.2518
H -2.6403 4.2182 0.9274
```

Values from the calculation:
Multiplicity ... 1
HOMO-LUMO gap ... 9.17 eV
SMILES string ... c1ccc(CCCNC[C@@H]2COc3ccccc3O2)cc1
Net charge ... 0


What is the stability order? It is run w, run y, run x, from most stable to least stable.


Run w
DFT (ωB97M-V/def2-TZVPD) results for a cluster of 2 separate species, C3H5F2N in total.

```
11
C3H5F2N, DFT ωB97M-V/def2-TZVPD
C -1.4316 -1.3814 -0.0506
C -0.8128 -0.3037 0.3031
C 1.3757 -0.0454 0.1285
N 1.7318 1.2482 -0.2888
F 1.9310 -0.5252 1.3653
F 1.7547 -1.0447 -0.8076
H -2.4870 -1.4530 0.1369
H -1.1832 -2.1972 -0.7877
H -0.9897 0.4888 1.0194
H 1.4251 2.0630 0.3587
H 2.5760 1.4113 -0.7768
```

Values from the calculation:
Multiplicity ... 1
HOMO-LUMO gap ... 10.16 eV
Net charge ... 0


Run x
DFT (ωB97M-V/def2-TZVPD) results for a cluster of 2 separate species, C3H5F2N in total.

```
11
C3H5F2N, DFT ωB97M-V/def2-TZVPD
C -0.3426 -0.8290 0.8670
C -1.1402 0.2041 0.2054
C 1.2318 0.4743 -0.7232
N -0.0293 -0.2054 -0.4400
F -1.6505 1.3281 0.4401
F -2.6524 -0.6171 -0.5763
H 0.2751 -0.4808 1.8422
H -0.6226 -1.8777 0.7978
H 2.1072 -0.2680 -0.5896
H 1.1848 0.9952 -1.7418
H 1.6385 1.2763 -0.0817
```

Values from the calculation:
Multiplicity ... 1
HOMO-LUMO gap ... 11.01 eV
Net charge ... 0


What is the stability order? It is run w, run x, from most stable to least stable.


Run w
DFT (ωB97M-V/def2-TZVPD) results for the ion C11H14N3O with charge +1.

```
29
C11H14N3O, DFT ωB97M-V/def2-TZVPD
C -2.8696 -1.9893 -0.7469
C -1.6110 -2.6182 -0.8350
C -3.0974 -0.7817 -0.0714
C -0.5103 -1.8687 -0.3402
C -2.0009 -0.0971 0.4197
C -0.7079 -0.6140 0.1950
C 2.0014 -0.7637 -0.7929
C 2.3842 -1.4323 0.5708
C 1.2416 0.4718 -0.4747
C 2.3152 1.4705 -0.1414
C 0.2043 1.2041 1.7109
N 2.4706 -1.1920 -1.8285
N 1.5243 -0.8864 1.4702
N 0.4232 0.1626 0.7126
O 3.2113 -2.2993 0.7874
H -3.7541 -2.5204 -1.2069
H -1.3868 -3.5737 -1.2497
H -4.0346 -0.3088 0.1570
H 0.4420 -2.1361 -0.4349
H -2.1650 0.9361 0.8059
H 0.5731 0.5649 -1.3996
H 2.8744 1.2311 0.6824
H 1.7261 2.2693 0.2570
H 2.8669 1.7145 -1.0653
H 1.2280 1.5849 1.8865
H -0.3534 2.1005 1.2392
H -0.3838 0.6758 2.5012
H 2.3717 -0.6449 -2.6853
H 1.2690 -1.4465 2.3272
```

Values from the calculation:
Multiplicity ... 1
HOMO-LUMO gap ... 9.16 eV
SMILES string ... [H]/N=C1/C(=O)N[N@+](C)(c2ccccc2)[C@H]1C
Net charge ... +1


Run x
DFT (ωB97M-V/def2-TZVPD) results for a structure of composition C11H14N3O.

```
29
C11H14N3O, DFT ωB97M-V/def2-TZVPD
C -4.2856 -0.0794 -0.3822
C -3.4564 0.7594 0.3317
C -3.7125 -1.2318 -0.8164
C -2.1486 0.4519 0.6058
C -2.3190 -1.4806 -0.7358
C -1.4820 -0.6750 0.0887
C 1.7817 -2.0935 -0.2894
C 2.3129 -0.9158 -0.4078
C 0.3635 -2.1728 0.1206
C 3.3816 0.0767 -0.6302
C 1.1602 0.4723 1.7620
N -0.2114 -0.9586 0.4574
N 0.7062 1.0816 -0.5749
N 0.7988 0.0565 0.3540
O -0.1209 -3.2734 0.1750
H -5.4533 0.1680 -0.4252
H -3.8570 1.6565 0.8561
H -4.1522 -1.9180 -1.5705
H -1.5559 1.0629 1.3270
H -1.9976 -2.2983 -1.1793
H 2.1263 -3.0398 -0.7852
H 4.0547 -0.1327 0.1191
H 2.8589 1.0242 -0.4196
H 3.7894 -0.1577 -1.6165
H 0.2851 0.4426 2.3989
H 1.9875 -0.2984 2.0764
H 1.6617 1.4980 1.7763
H 0.2118 0.7625 -1.3498
H 0.1297 1.7946 -0.1226
```

Values from the calculation:
Multiplicity ... 1
HOMO-LUMO gap ... 8.80 eV
Net charge ... +1


What is the stability order? It is run w, run x, from most stable to least stable.